The following is a DFT calculation (the ωB97M-V functional and the def2-TZVPD basis) of an isolated ion of composition C7H12N3 and charge +1.

XYZ file:
```
22
Properties=species:S:1:pos:R:3:forces:R:3:lowdin_charge:R:1
C 1.051 -2.431 -1.979 0.8 -2.0 -1.5 -0.096
C -0.082 -1.831 -1.281 0.6 1.0 -0.9 -0.172
C -0.365 -0.543 -1.152 0.6 -1.2 0.3 -0.129
C -1.551 -0.267 -0.330 0.5 1.4 1.2 -0.173
C -1.141 0.008 1.172 2.5 -2.8 -0.1 -0.079
C -0.208 1.136 1.263 -0.6 1.7 0.3 -0.181
N -0.569 2.434 1.015 4.9 -3.7 0.7 0.164
N 0.536 3.198 0.973 -1.9 3.1 -0.4 0.123
C 1.508 2.479 1.302 0.2 -0.2 0.1 -0.123
N 1.116 1.217 1.529 -1.1 -0.6 -0.5 0.208
H 0.731 -2.918 -2.972 0.4 0.8 1.4 0.120
H 1.488 -3.262 -1.416 -0.4 -0.1 0.1 0.079
H 1.929 -1.829 -2.171 -0.2 0.8 -0.2 0.072
H -0.812 -2.471 -0.894 -0.9 -1.4 0.4 0.095
H 0.408 0.132 -1.438 0.0 1.0 -0.3 0.109
H -2.133 -1.168 -0.292 -0.7 -0.1 -0.1 0.110
H -2.146 0.610 -0.616 -0.1 -0.4 -0.3 0.121
H -0.619 -0.948 1.692 -1.5 2.2 -1.3 0.192
H -2.040 0.265 1.626 -1.5 0.3 1.5 0.098
H -1.415 2.816 0.822 -3.1 1.2 -0.8 0.144
H 2.489 2.811 1.379 1.5 0.5 0.1 0.137
H 1.823 0.561 1.768 -0.2 -1.4 0.2 0.179
```
Positions in Å, forces in eV/Å.

The calculation puts the HOMO energy at -12.8 eV. The energy relative to the best compared isomer or geometry (same formula, charge and spin) comes out at 60.6 kcal/mol. The net charge is +1. Its SMILES is C/C=C/CCc1[nH]nc[nH+]1.

---

The following is a DFT calculation (the ωB97M-V functional and the def2-TZVPD basis) of a 2-piece molecular cluster, C7H12N3O overall.

XYZ file:
```
23
Properties=species:S:1:pos:R:3:forces:R:3:lowdin_charge:R:1
C 2.243 2.551 3.508 2.0 -2.4 0.6 -0.137
C 1.957 1.527 2.627 0.7 1.5 0.5 0.163
C 0.891 2.040 1.880 -1.2 0.5 0.9 -0.340
C 0.195 1.390 0.756 2.5 -0.7 -0.3 -0.091
C 1.166 0.409 0.168 1.3 0.4 -0.1 0.064
C 0.828 -0.587 -0.746 -0.4 1.1 -0.1 -0.310
C 1.860 -1.175 -1.658 1.4 -2.0 2.1 0.006
N 0.442 3.156 2.425 0.2 -0.4 -0.7 0.142
N -2.699 -0.245 0.151 -1.8 1.5 -0.9 0.063
N -0.460 -0.782 -0.844 0.3 -0.1 -0.1 0.200
O 1.332 3.448 3.435 -1.5 1.8 -0.1 0.003
H 3.034 2.736 4.247 -0.5 -0.3 -0.5 0.147
H -0.713 0.940 0.971 -1.6 -1.3 1.4 0.079
H -0.198 2.042 0.019 0.3 1.3 -1.1 0.141
H 2.259 0.455 0.295 -0.7 0.7 0.4 0.137
H 1.373 -1.934 -2.228 0.0 -0.7 -0.6 0.071
H 2.771 -1.677 -1.065 -2.2 1.0 -1.0 0.160
H 2.357 -0.497 -2.317 -0.1 0.9 -0.3 0.089
H -3.286 0.232 -0.562 0.8 -0.6 -0.2 0.110
H -2.899 -1.217 0.058 -0.4 -1.0 0.0 0.069
H -1.304 -0.338 -0.253 0.9 -0.3 -0.4 0.040
H -3.255 0.067 0.919 0.1 0.1 1.5 0.077
H -0.771 -1.388 -1.557 -0.4 -0.9 -1.0 0.117
```
Positions in Å, forces in eV/Å.

The calculation puts the HOMO energy (spin up / spin down) at -13.0 / -12.7 eV. The energy relative to the best compared isomer or geometry (same formula, charge and spin) comes out at 148.0 kcal/mol. The net charge is +1.

---

The following is a DFT calculation (the ωB97M-V functional and the def2-TZVPD basis) of an isolated ion of composition C7H12N3O2S and charge +1.

XYZ file:
```
25
Properties=species:S:1:pos:R:3:forces:R:3:lowdin_charge:R:1
C -0.776 -2.939 0.389 -2.1 0.6 1.2 -0.003
C -1.311 -1.591 0.240 1.3 2.2 -2.4 -0.244
N -2.481 -1.254 -0.169 0.2 0.4 0.6 0.231
C -2.545 0.101 -0.502 0.3 -0.6 -0.5 -0.347
O -3.394 0.808 -0.884 0.4 -0.3 0.1 0.239
N -1.050 0.739 -0.217 -2.0 -0.8 2.8 -0.213
C -1.372 1.374 1.105 -1.4 0.6 0.7 0.031
C -0.519 1.578 -1.234 -4.4 1.7 -2.6 -0.030
C -0.217 -0.412 0.110 0.7 -2.8 0.9 -0.457
S 1.075 -0.811 -1.104 0.6 -0.4 0.2 1.051
C 2.448 0.076 -0.195 -1.1 0.3 0.3 -0.776
N 3.679 0.034 -0.638 0.7 -0.6 -0.9 0.170
O 2.195 0.706 0.783 -1.3 0.5 1.6 0.031
H -1.605 -3.566 0.696 0.2 -0.3 1.1 0.113
H 0.107 -2.868 0.997 0.4 -0.9 0.0 0.100
H -0.739 -3.296 -0.601 1.2 -0.4 -1.5 0.097
H -0.573 1.956 1.386 2.6 0.5 1.1 0.086
H -2.070 2.185 1.077 -1.2 0.1 -1.1 0.112
H -1.781 0.732 1.926 0.9 -0.1 -1.1 0.152
H 0.276 2.089 -0.919 3.0 2.3 1.6 0.071
H -0.184 0.967 -1.980 0.8 -1.6 -2.0 0.027
H -1.260 2.259 -1.815 0.8 -1.0 1.8 0.175
H 0.432 -0.451 1.059 -1.5 1.1 -1.0 0.151
H 4.399 0.181 0.039 0.3 0.4 0.2 0.136
H 3.911 -0.485 -1.435 0.5 -0.8 -1.1 0.095
```
Positions in Å, forces in eV/Å.

The calculation puts the HOMO energy at -14.0 eV. The energy relative to the best compared isomer or geometry (same formula, charge and spin) comes out at 17.7 kcal/mol. The net charge is +1. Its SMILES is CC1=NC(=O)[N+](C)(C)[C@@H]1SC(N)=O.

---

The following is a DFT calculation (the ωB97M-V functional and the def2-TZVPD basis) of an isolated ion of composition C7H12N3S and charge +1.

XYZ file:
```
23
Properties=species:S:1:pos:R:3:forces:R:3:lowdin_charge:R:1
C -1.589 2.689 1.514 -1.7 3.2 0.8 0.034
C -1.280 1.592 2.072 1.6 -3.1 -0.6 -0.184
C -0.215 0.712 1.428 -2.6 -0.4 0.6 -0.500
S 0.279 -0.710 2.335 0.4 -0.8 0.4 0.982
C -0.543 -0.588 0.702 1.0 0.9 1.0 -0.685
N -1.810 -1.042 0.393 2.5 1.5 -3.6 0.019
C -2.585 -1.420 1.229 -3.8 -2.3 4.0 -0.034
N 0.379 -1.008 -0.325 -0.1 -1.8 0.5 0.075
C 1.088 -0.323 -1.156 0.8 -0.5 -1.7 -0.081
N 2.020 -1.001 -1.847 -0.9 -0.9 1.1 -0.012
C 2.736 -0.490 -3.005 -0.2 4.5 1.8 -0.035
H -2.274 3.349 2.065 0.2 -0.1 -0.8 0.096
H -1.056 3.027 0.695 0.6 0.9 -1.8 0.054
H -1.734 1.367 2.978 -0.5 -1.1 1.5 0.088
H 0.460 1.331 0.949 1.9 0.9 -0.8 0.079
H -2.270 -1.424 2.349 -1.0 -0.2 -1.6 0.105
H -3.565 -1.845 0.818 1.1 0.7 1.2 0.121
H 0.562 -2.047 -0.348 -0.4 1.5 0.4 0.194
H 0.833 0.729 -1.395 0.6 -0.6 0.5 0.187
H 1.967 -2.036 -1.660 0.7 1.5 -0.5 0.181
H 2.683 -1.175 -3.770 -0.1 -1.3 -1.9 0.057
H 2.089 0.476 -3.211 1.8 -1.8 -0.5 0.132
H 3.824 -0.163 -2.809 -1.8 -0.7 0.0 0.126
```
Positions in Å, forces in eV/Å.

The calculation puts the HOMO energy at -12.8 eV. The energy relative to the best compared isomer or geometry (same formula, charge and spin) comes out at 75.3 kcal/mol. The net charge is +1. Its SMILES is C=C[C@H]1S[C@]1(N=C)N/C=[NH+]/C.

---

The following is a DFT calculation (the ωB97M-V functional and the def2-TZVPD basis) of a 2-piece molecular cluster, C7H12N7 overall.

XYZ file:
```
26
Properties=species:S:1:pos:R:3:forces:R:3:lowdin_charge:R:1
C 1.409 -0.767 -1.547 -0.5 -1.4 0.5 -0.089
C 1.811 -1.096 0.811 0.6 2.0 -0.8 -0.042
C 2.152 0.894 -0.245 1.8 2.1 -1.6 -0.282
C 1.271 -1.662 -0.366 0.5 0.5 -0.1 -0.271
C -0.786 1.358 -0.106 -1.3 0.0 -2.1 -0.417
C -2.172 -0.714 0.331 -0.1 0.4 -0.1 -0.122
C 0.642 -2.916 -0.545 -0.8 1.0 -1.2 0.094
N 1.826 0.461 -1.484 -0.6 -0.4 0.2 0.078
N 2.316 0.187 0.831 -1.1 -1.0 0.3 0.054
N -1.535 0.326 0.184 0.0 -0.1 1.6 0.178
N 0.019 2.016 0.708 0.1 2.2 0.9 -0.013
N -1.022 1.777 -1.391 2.4 3.0 -0.6 0.174
N -3.412 -1.074 0.573 -0.3 -3.4 0.2 0.118
N 0.235 1.865 2.105 3.5 -0.8 -0.7 0.080
H 1.098 -1.120 -2.551 0.2 -0.1 0.7 0.128
H 1.855 -1.439 1.815 -0.2 -1.4 0.4 0.110
H 2.419 1.993 -0.312 0.0 -1.4 0.8 0.133
H 0.226 -2.916 -1.576 0.2 -0.9 0.8 0.066
H 0.317 -3.698 0.154 0.6 0.7 -0.2 0.076
H 0.281 3.010 0.484 -0.5 -1.7 -0.3 0.192
H -1.503 1.138 -1.967 -0.5 -0.6 -0.5 0.096
H -0.440 2.510 -1.953 -1.2 -2.0 1.9 0.181
H -3.495 -2.150 0.621 -0.2 2.6 0.0 0.158
H -4.304 -0.567 0.689 1.1 0.2 -0.1 0.140
H 1.189 1.318 2.186 -2.0 1.4 -0.3 0.120
H -0.399 1.265 2.551 -1.7 -0.9 0.3 0.059
```
Positions in Å, forces in eV/Å.

The calculation puts the HOMO energy (spin up / spin down) at -11.1 / -12.2 eV. The energy relative to the best compared isomer or geometry (same formula, charge and spin) comes out at 77.2 kcal/mol. The net charge is +1.

---

The following is a DFT calculation (the ωB97M-V functional and the def2-TZVPD basis) of an isolated molecule of C7H12N8.

XYZ file:
```
27
Properties=species:S:1:pos:R:3:forces:R:3:lowdin_charge:R:1
C -0.162 1.442 -1.746 0.0 -0.1 0.1 -0.212
C 0.845 1.626 -0.611 -0.3 0.1 -0.1 -0.207
C 0.175 1.794 0.758 0.2 -0.1 -0.2 -0.145
C 1.191 2.113 1.785 0.2 -0.4 0.7 -0.387
N 1.804 3.312 1.905 -0.4 0.3 -0.6 0.060
N 2.635 3.214 2.874 0.9 0.4 0.9 0.000
N 2.539 1.990 3.339 -0.4 0.0 -0.5 -0.057
N 1.650 1.262 2.691 -0.3 -0.4 -0.1 0.117
C -1.074 0.224 -1.607 0.2 0.1 -0.1 -0.220
C -0.306 -1.095 -1.566 -0.1 0.3 0.0 -0.145
C -1.215 -2.263 -1.575 -0.7 -0.3 0.0 -0.372
N -0.790 -3.545 -1.650 0.7 0.2 0.0 0.054
N -1.832 -4.289 -1.632 -0.7 -1.1 0.0 -0.002
N -2.870 -3.491 -1.547 0.5 0.4 0.0 -0.055
N -2.537 -2.214 -1.508 0.0 0.5 0.0 0.119
H -0.787 2.335 -1.809 0.0 0.1 -0.1 0.112
H 0.394 1.363 -2.684 0.0 0.1 -0.1 0.112
H 1.531 0.778 -0.575 0.1 0.0 0.0 0.109
H 1.437 2.522 -0.814 0.1 -0.1 0.0 0.112
H -0.333 0.877 1.056 -0.1 0.1 0.0 0.111
H -0.545 2.612 0.709 -0.1 -0.1 0.0 0.124
H 3.082 1.634 4.112 0.0 0.2 -0.1 0.154
H -1.689 0.310 -0.711 -0.1 0.0 0.0 0.104
H -1.756 0.202 -2.460 -0.1 0.0 0.1 0.111
H 0.311 -1.159 -0.666 0.1 0.0 0.0 0.117
H 0.364 -1.177 -2.425 0.0 0.0 0.0 0.127
H -3.828 -3.808 -1.516 0.2 -0.1 0.0 0.154
```
Positions in Å, forces in eV/Å.

The calculation puts the HOMO energy at -10.5 eV. The energy relative to the best compared isomer or geometry (same formula, charge and spin) comes out at 0.0 kcal/mol. The net charge is 0. Its SMILES is C(CCc1nn[nH]n1)CCc1nn[nH]n1.

---

The following is a DFT calculation (the ωB97M-V functional and the def2-TZVPD basis) of a 2-piece molecular cluster, C7H12NO overall.

XYZ file:
```
21
Properties=species:S:1:pos:R:3:forces:R:3:lowdin_charge:R:1
C 2.634 0.439 -0.071 2.5 0.9 0.1 -0.300
C 1.433 0.489 -0.226 0.1 -0.6 -0.2 -0.063
C 4.132 0.316 -0.042 -0.8 -0.7 -0.8 -0.212
C -1.016 -1.189 -1.046 1.2 2.1 1.7 -0.060
C -0.920 -0.324 1.442 1.4 -0.8 -2.1 -0.072
C -2.777 0.400 -0.192 1.3 -0.1 3.9 -0.070
C -1.258 0.075 -0.072 -0.8 -1.6 -0.2 -0.539
N -0.496 1.295 -0.505 -1.0 -2.5 0.6 -0.195
O -0.701 2.253 0.240 -0.3 2.1 0.5 -0.130
H 4.531 0.400 1.051 -0.2 -0.5 -2.3 0.075
H 4.174 -0.662 -0.613 1.0 0.3 1.6 0.053
H 4.689 0.935 -0.821 -0.7 0.1 1.5 0.054
H -0.017 -1.584 -1.003 0.5 -0.1 0.5 0.046
H -1.725 -1.934 -0.862 -1.1 -1.4 0.9 0.035
H -1.160 -0.997 -2.064 -0.3 1.1 -1.7 0.045
H -1.632 -1.059 1.867 0.2 0.5 -0.3 0.069
H -0.777 0.551 2.052 -0.4 0.4 0.2 0.053
H 0.097 -0.774 1.344 -0.7 0.1 0.5 0.048
H -3.216 0.663 0.848 0.7 0.1 -1.7 0.099
H -2.750 1.192 -0.852 -1.1 1.7 -1.5 0.036
H -3.246 -0.485 -0.476 -1.2 -1.2 -0.9 0.029
```
Positions in Å, forces in eV/Å.

The calculation puts the HOMO energy (spin up / spin down) at -1.3 / -3.7 eV. The expectation value of S² is 2.01. As for the spin multiplicity: 3. The energy relative to the best compared isomer or geometry (same formula, charge and spin) comes out at 37.0 kcal/mol. The net charge is -1.

---

The following is a DFT calculation (the ωB97M-V functional and the def2-TZVPD basis) of an isolated ion of composition C7H12NO and charge +1.

XYZ file:
```
21
Properties=species:S:1:pos:R:3:forces:R:3:lowdin_charge:R:1
C 0.645 -1.241 -1.317 -4.7 -0.3 -2.2 -0.108
C 1.102 0.851 -0.145 -1.4 -0.4 -1.5 -0.134
C 1.158 -0.273 0.857 -1.5 -0.9 -1.3 -0.087
C 0.301 0.311 -1.400 -1.3 -1.1 -0.2 -0.246
C 0.515 1.003 1.180 0.4 -1.7 -2.7 -0.095
C 0.555 -1.644 0.099 -0.7 3.9 0.6 0.020
C -0.473 1.815 1.782 -4.3 -2.2 0.7 -0.048
N -0.952 -1.721 0.452 3.3 -2.7 -0.7 0.232
O -1.128 0.408 -1.284 -0.5 1.6 0.2 -0.083
H -0.149 -1.782 -2.070 2.0 1.0 1.8 0.187
H 1.549 -1.238 -1.788 2.9 -0.8 -0.8 0.091
H 1.789 1.471 -0.624 2.2 1.0 0.4 0.130
H 2.011 -0.599 1.274 3.1 -0.5 1.9 0.091
H 0.418 0.677 -2.474 1.2 -0.2 1.6 0.178
H -1.314 2.180 1.157 0.5 -0.5 -0.9 0.097
H -0.099 2.745 2.017 1.0 1.9 1.8 0.071
H -1.140 1.205 2.498 1.6 1.4 0.0 0.128
H -0.950 -2.111 1.375 -0.8 1.4 1.4 0.167
H -1.224 -2.540 -0.042 -1.1 -0.6 -1.3 0.143
H -1.246 -0.862 0.014 -1.7 1.2 0.5 0.110
H -1.368 1.343 -1.560 0.1 -1.7 0.7 0.155
```
Positions in Å, forces in eV/Å.

The calculation puts the HOMO energy (spin up / spin down) at -13.9 / -11.8 eV. The energy relative to the best compared isomer or geometry (same formula, charge and spin) comes out at 169.7 kcal/mol. The net charge is +1.

---

The following is a DFT calculation (the ωB97M-V functional and the def2-TZVPD basis) of an isolated molecule of C7H12O.

XYZ file:
```
20
Properties=species:S:1:pos:R:3:forces:R:3:lowdin_charge:R:1
O 0.509 1.812 1.183 -0.1 -0.6 0.0 -0.016
C -0.034 0.501 1.388 -1.8 1.4 1.2 -0.334
C -1.518 0.475 0.979 0.1 -0.9 -1.0 -0.102
C -1.425 0.063 -0.486 -0.6 -0.8 0.5 -0.179
C -0.315 -0.962 -0.608 1.9 5.6 -0.8 -0.189
C 0.877 -0.470 -1.607 -1.5 1.4 3.0 -0.069
C 1.752 -0.268 -0.311 -0.2 -0.5 -0.9 -0.107
C 0.547 -0.633 0.620 2.3 -0.7 -1.2 -0.214
H 0.792 1.819 0.278 0.2 0.5 -0.7 0.051
H 0.057 0.405 2.447 0.1 -0.5 0.8 0.133
H -2.030 -0.399 1.413 0.1 0.5 0.6 0.125
H -2.110 1.386 1.045 0.2 0.0 0.7 0.119
H -1.437 0.863 -1.153 1.2 1.8 -1.1 0.092
H -2.346 -0.310 -0.786 -2.0 -1.4 -0.3 0.086
H -0.613 -1.905 -0.744 -1.2 -3.6 -0.4 0.094
H 1.113 -1.194 -2.307 1.0 -1.2 -1.4 0.063
H 0.694 0.533 -2.063 -0.2 -1.0 0.0 0.111
H 2.586 -0.966 -0.220 0.0 0.2 0.0 0.105
H 2.115 0.761 -0.269 0.3 -0.3 0.3 0.092
H 0.786 -1.511 1.200 0.0 0.0 0.6 0.140
```
Positions in Å, forces in eV/Å.

The calculation puts the HOMO energy at -10.0 eV. The energy relative to the best compared isomer or geometry (same formula, charge and spin) comes out at 35.9 kcal/mol. The net charge is 0. Its SMILES is O[C@H]1CC[C@H]2CC[C@H]21.

---

The following is a DFT calculation (the ωB97M-V functional and the def2-TZVPD basis) of C7H12O as an isolated structure.

XYZ file:
```
20
Properties=species:S:1:pos:R:3:forces:R:3:lowdin_charge:R:1
C -1.487 -0.341 0.853 1.0 0.5 -0.3 -0.104
C 1.249 0.187 1.479 -0.1 0.0 -0.1 -0.029
C -2.406 -0.437 -0.321 0.0 0.0 -0.1 -0.140
C 1.769 1.244 -1.329 0.1 -0.1 0.0 -0.143
C 0.253 -1.611 0.060 -0.2 -1.4 0.8 -0.096
C 0.434 -0.226 0.271 -1.0 -1.1 0.0 -0.447
C 0.628 0.311 -1.022 -0.1 0.9 -0.3 -0.190
O -0.093 -2.687 -0.211 0.5 1.3 -0.2 0.207
H -1.429 0.647 1.303 -0.1 0.0 0.0 0.091
H -1.593 -1.121 1.609 0.1 0.0 -0.1 0.095
H 0.046 -0.042 -1.864 -0.1 -0.1 0.2 0.082
H 0.924 -0.345 2.373 -0.1 0.1 0.0 0.088
H 1.131 1.260 1.625 0.0 0.0 0.0 0.091
H 2.310 -0.019 1.328 0.0 0.0 -0.1 0.093
H -2.467 -1.459 -0.704 0.0 0.0 0.0 0.073
H -3.422 -0.121 -0.062 0.1 0.0 0.0 0.076
H -2.057 0.227 -1.119 0.0 0.0 0.0 0.068
H 2.723 0.732 -1.522 0.0 0.1 0.0 0.063
H 1.953 1.963 -0.527 0.0 0.0 0.0 0.058
H 1.535 1.834 -2.219 0.0 -0.1 0.0 0.064
```
Positions in Å, forces in eV/Å.

The calculation puts the HOMO energy (spin up / spin down) at -6.0 / -6.0 eV. The energy relative to the best compared isomer or geometry (same formula, charge and spin) comes out at 100.9 kcal/mol. The net charge is 0.